Entry 1:
18
Properties=species:S:1:pos:R:3:nbo_charge:R:1 method="wB97M-V/def2-TZVPD" e_above_lowest_ev=1.060 total_energy_ev=-6415.8805 homo_energy_ev=-9.832 smiles=CC[C@H]1C[C@H]1C gap_ha=0.4066
C -0.97 -1.36 -1.15 -0.60
C -1.35 -0.63 0.14 -0.40
C -0.62 0.69 0.15 -0.22
C 0.01 1.32 1.36 -0.42
C 0.89 0.78 0.26 -0.23
C 1.83 -0.35 0.60 -0.61
H -1.28 -0.77 -2.02 0.20
H 0.12 -1.45 -1.19 0.20
H -1.42 -2.36 -1.23 0.21
H -1.10 -1.24 1.02 0.20
H -2.44 -0.47 0.18 0.21
H -1.05 1.40 -0.56 0.21
H 0.00 0.74 2.28 0.21
H -0.07 2.40 1.50 0.21
H 1.33 1.52 -0.41 0.21
H 2.64 0.04 1.23 0.21
H 2.30 -0.80 -0.28 0.21
H 1.35 -1.15 1.17 0.21

=====

Entry 2:
18
Properties=species:S:1:pos:R:3:nbo_charge:R:1 method="wB97M-V/def2-TZVPD" e_above_lowest_ev=2.752 total_energy_ev=-6414.1887 homo_energy_ev=-9.871 gap_ha=0.4040
C 2.09 0.29 0.02 -0.61
C 0.75 -0.43 -0.24 -0.23
C -0.07 -1.34 0.63 -0.40
C -1.37 -0.99 -0.22 -0.42
C -0.55 0.25 -0.51 -0.19
C -1.00 1.60 0.34 -0.62
H 2.85 -0.46 -0.01 0.21
H 2.13 1.08 -0.88 0.21
H 2.22 0.79 1.03 0.21
H 0.89 -0.93 -1.33 0.19
H -0.22 -1.20 1.78 0.22
H 0.22 -2.37 0.40 0.21
H -1.39 -1.68 -1.09 0.20
H -2.43 -1.05 0.14 0.22
H -0.72 0.75 -1.47 0.19
H -1.15 1.47 1.46 0.20
H -2.00 1.79 -0.13 0.21
H -0.27 2.43 0.05 0.21

=====

Entry 3:
18
Properties=species:S:1:pos:R:3:nbo_charge:R:1 method="wB97M-V/def2-TZVPD" e_above_lowest_ev=1.043 total_energy_ev=-6415.8981 homo_energy_ev=-9.735 smiles=C[C@H]1[C@@H](C)[C@H]1C gap_ha=0.4001
C 1.64 0.89 -0.14 -0.62
C 0.18 1.18 0.12 -0.22
C -0.92 0.42 -0.59 -0.23
C -0.61 -0.74 -1.52 -0.62
C -0.73 0.26 0.90 -0.22
C -0.28 -1.07 1.46 -0.62
H 1.96 1.39 -1.06 0.21
H 1.85 -0.18 -0.25 0.20
H 2.26 1.27 0.68 0.21
H -0.03 2.23 0.28 0.21
H -1.78 1.01 -0.90 0.21
H -0.85 -1.71 -1.07 0.21
H 0.45 -0.77 -1.80 0.21
H -1.18 -0.65 -2.45 0.22
H -1.45 0.77 1.53 0.21
H 0.48 -1.55 0.83 0.21
H -1.13 -1.76 1.51 0.21
H 0.13 -0.97 2.47 0.21

=====

Entry 4:
18
Properties=species:S:1:pos:R:3:nbo_charge:R:1 method="wB97M-V/def2-TZVPD" e_above_lowest_ev=0.089 total_energy_ev=-6416.8517 homo_energy_ev=-10.898 smiles=CC1CCCC1 gap_ha=0.4466
C -0.62 -1.43 1.46 -0.60
C -0.65 -0.25 0.48 -0.22
C -0.36 -0.66 -0.99 -0.41
C 0.66 0.37 -1.53 -0.40
C 0.59 1.55 -0.55 -0.40
C 0.38 0.85 0.80 -0.40
H 0.37 -1.91 1.44 0.20
H -1.37 -2.18 1.20 0.21
H -0.81 -1.10 2.49 0.21
H -1.65 0.20 0.53 0.19
H -1.28 -0.65 -1.58 0.21
H 0.04 -1.68 -1.04 0.20
H 1.67 -0.06 -1.51 0.20
H 0.46 0.66 -2.57 0.21
H 1.48 2.18 -0.57 0.21
H -0.28 2.18 -0.78 0.19
H 1.32 0.39 1.13 0.19
H 0.04 1.52 1.59 0.21